ORCA calculation (ωB97M-V/def2-TZVPD) on C23H23BrN4O5Se3TeTi as an isolated structure at a distorted geometry.

Results
* spin multiplicity: 1
* maximum force: 0.02018 hartree/bohr
* frontier orbital gap (spin up / spin down): 4.1 / 4.1 eV
* energy above the lowest of the compared OMol25 structures with the same formula, charge and spin: 0.1343 eV
* charge: -2
* HOMO (spin up / spin down): -0.24 / -0.21 eV

Element x y z (Å)
Ti  1.02  3.23  -0.22
O  3.17  4.06  3.15
C  2.79  3.69  2.05
O  1.92  4.26  1.30
C  3.28  2.40  1.44
C  4.36  1.63  1.86
C  4.64  0.46  1.19
C  3.85  0.09  0.12
C  2.79  0.90  -0.27
N  2.52  2.03  0.40
C  1.81  0.68  -1.37
O  1.78  -0.33  -2.07
O  0.99  1.67  -1.47
H  4.94  1.97  2.71
H  5.49  -0.14  1.49
H  4.04  -0.81  -0.45
C  -0.75  -0.94  2.91
C  -0.97  0.51  2.61
C  -2.04  1.23  3.16
C  -2.18  2.59  2.87
C  -1.28  3.17  2.01
Br  -1.31  5.03  1.74
N  -0.31  2.48  1.40
C  -0.15  1.18  1.74
H  -0.91  -1.15  3.97
H  0.27  -1.23  2.66
H  -1.43  -1.57  2.33
H  -2.74  0.74  3.83
H  -2.96  3.18  3.32
H  0.70  0.69  1.28
Se  -0.63  4.63  -1.76
Se  1.09  4.38  -3.40
Te  4.47  6.34  -2.50
Se  2.91  4.41  -1.88
C  0.98  -2.76  -0.61
C  0.08  -2.68  -1.85
N  -1.22  -3.30  -1.66
C  -1.24  -4.75  -1.57
C  -1.73  -5.25  -0.22
C  -2.43  -2.69  -1.79
O  -3.46  -3.35  -1.93
C  -2.51  -1.21  -1.73
C  -3.53  -0.56  -2.44
C  -3.67  0.81  -2.29
C  -2.83  1.48  -1.42
N  -1.89  0.86  -0.72
C  -1.73  -0.44  -0.88
H  1.87  -2.16  -0.79
H  1.27  -3.79  -0.39
H  0.47  -2.36  0.27
H  0.57  -3.19  -2.68
H  -0.02  -1.64  -2.16
H  -0.23  -5.10  -1.76
H  -1.88  -5.15  -2.37
H  -1.12  -4.83  0.58
H  -1.67  -6.34  -0.17
H  -2.77  -4.96  -0.06
H  -4.18  -1.14  -3.09
H  -4.43  1.36  -2.84
H  -2.89  2.56  -1.29
H  -0.95  -0.89  -0.28

=====

ORCA calculation (ωB97M-V/def2-TZVPD) on C6H12N2S as an isolated structure at a distorted geometry.

Results
* spin multiplicity: 1
* maximum force: 0.07707 hartree/bohr
* frontier orbital gap: 8.1 eV
* energy above the lowest of the compared OMol25 structures with the same formula, charge and spin: 1.6122 eV
* charge: +2
* HOMO: -17.90 eV

Element x y z (Å)
C  -1.65  -1.61  0.41
C  -2.08  -0.33  0.27
C  0.17  -0.43  -0.15
C  -0.73  1.49  1.12
C  -1.01  1.17  -1.36
C  3.41  -0.87  -0.18
N  -0.31  -1.61  0.10
N  -0.96  0.46  -0.06
S  2.31  0.48  -0.47
H  -2.31  -2.49  0.57
H  -3.07  0.22  0.46
H  -1.09  2.43  0.77
H  -1.09  1.10  2.15
H  0.35  1.76  1.27
H  -1.70  2.13  -1.34
H  -0.01  1.53  -1.59
H  -1.25  0.37  -2.07
H  4.20  -0.39  0.55
H  3.77  -1.30  -1.06
H  2.80  -1.68  0.43
H  0.25  -2.44  0.18